[1]
One molecule with the formula C4H8N2S. Source: the Open Molecules 2025 dataset; level of theory: ωB97M-V/def2-TZVPD.

Last column: Mulliken charge in e.
Atoms and positions in Å:
C 1.080 -1.204 -2.907  -1.405
C 0.725 -0.355 -1.687  -0.275
C -0.768 -0.121 -1.610  0.060
C 0.018 0.650 1.129  -0.131
H 0.625 -2.193 -2.861  0.352
H 2.150 -1.383 -2.985  0.368
H 0.732 -0.713 -3.837  0.338
H 1.082 -0.816 -0.775  0.383
H 1.258 0.608 -1.764  0.321
H -1.293 -0.018 -2.574  0.366
H -1.576 -0.568 1.345  0.245
H 0.490 1.255 0.334  0.268
N -1.551 -0.076 -0.600  -0.623
N -0.974 -0.150 0.659  0.061
S 0.492 0.724 2.698  -0.325

Calculated values
HOMO-LUMO gap, eV: 8.987
Structure (SMILES): CC/C=N\NC=S
Total energy, hartree: -664.85997
E_LUMO, eV: 0.4
Relative energy (zero: lowest compared OMol25 entry of this formula, charge and spin), kJ/mol: 191.1
2S+1: 1
Max |F|, eV/A: 0.9


[2]
One molecule with the formula C4H8N2S. Source: the Open Molecules 2025 dataset; level of theory: ωB97M-V/def2-TZVPD.

Last column: Mulliken charge in e.
Atoms and positions in Å:
C 0.508 1.880 -0.156  -1.529
C 0.216 0.378 -0.229  0.403
C -1.189 -2.055 -0.334  -0.294
C 1.280 -0.365 0.552  -0.311
H 1.392 2.109 -0.719  0.395
H 0.595 2.223 0.870  0.372
H -0.345 2.330 -0.652  0.405
H 0.374 0.176 -1.304  0.298
H -1.604 0.766 0.934  0.289
H -0.338 -1.967 -1.032  0.237
H -1.706 -2.988 -0.278  0.294
H 1.041 -0.304 1.650  0.241
N -1.165 0.104 0.255  0.141
N -1.672 -1.128 0.393  -0.774
S 2.611 -1.160 0.051  -0.167

Calculated values
HOMO-LUMO gap, eV: 8.347
Structure (SMILES): C=NN[C@@H](C)C=S
Total energy, hartree: -664.82606
E_LUMO, eV: -0.4
Relative energy (zero: lowest compared OMol25 entry of this formula, charge and spin), kJ/mol: 280.2
2S+1: 1
Max |F|, eV/A: 2.1


[3]
A 2-piece molecular cluster, C4H8N2S2 overall. Source: the Open Molecules 2025 dataset; level of theory: ωB97M-V/def2-TZVPD.

Last column: Mulliken charge in e.
Atoms and positions in Å:
C 0.402 0.418 1.548  0.194
C 0.803 0.954 0.152  -0.604
C -0.046 -1.253 -0.193  0.414
C 0.130 -1.018 1.324  -0.740
H -2.198 -0.400 1.736  0.242
H 1.197 0.416 2.479  0.294
H 0.247 1.896 0.041  0.327
H 1.960 0.801 -0.008  0.330
H -0.620 0.720 -2.725  0.155
H -0.268 -2.741 -1.660  0.242
H -0.886 -1.122 1.786  0.037
H 0.799 -2.034 1.679  0.286
N 0.489 -0.166 -0.808  -0.084
N -0.328 -2.391 -0.547  -0.655
S -1.252 1.415 1.833  -0.242
S 0.683 0.195 -2.510  -0.198

Calculated values
HOMO-LUMO gap, eV: 7.799
Total energy, hartree: -1062.88315
E_LUMO, eV: -1.3
Relative energy (zero: lowest compared OMol25 entry of this formula, charge and spin), kJ/mol: 558.1
2S+1: 1
Max |F|, eV/A: 6.7


[4]
One molecule with the formula C4H8N2S2. Source: the Open Molecules 2025 dataset; level of theory: ωB97M-V/def2-TZVPD.

Last column: Mulliken charge in e.
Atoms and positions in Å:
C -1.016 0.807 -1.273  -0.912
C -1.425 -0.924 0.461  -0.212
C 0.961 0.706 1.378  -0.660
C 1.640 -0.868 -0.597  0.045
H -1.851 1.437 -0.781  0.368
H -0.378 1.627 -1.734  0.324
H -1.461 -0.034 -2.145  0.248
H -0.678 -1.676 0.950  0.294
H 2.270 0.744 1.595  0.236
H 0.273 0.101 2.284  0.243
H 0.564 1.851 1.297  0.237
H 1.001 -1.433 -1.479  0.237
N -0.635 0.093 -0.106  0.022
N 0.707 0.027 0.111  0.071
S -3.115 -1.252 0.169  -0.240
S 3.141 -1.206 -0.130  -0.301

Calculated values
HOMO-LUMO gap, eV: 8.567
Structure (SMILES): CN(C=S)N(C)C=S
Total energy, hartree: -1062.91235
E_LUMO, eV: -0.2
Relative energy (zero: lowest compared OMol25 entry of this formula, charge and spin), kJ/mol: 481.5
2S+1: 1
Max |F|, eV/A: 4.6


[5]
One molecule with the formula C4H8N2S2. Source: the Open Molecules 2025 dataset; level of theory: ωB97M-V/def2-TZVPD.

Last column: Mulliken charge in e.
Atoms and positions in Å:
C -0.630 0.566 1.996  -0.531
C 0.008 -0.017 0.779  0.443
C -1.081 0.402 -1.801  0.001
C -1.825 -0.679 -1.753  -0.664
H -0.163 2.199 3.169  0.211
H 1.123 1.441 2.575  0.196
H -0.656 -0.218 2.792  0.300
H -1.603 0.879 1.784  0.359
H -1.073 0.961 -2.755  0.227
H -1.962 -1.252 -0.827  0.236
H -2.394 -1.000 -2.629  0.259
H 1.609 -0.558 -1.369  0.171
N 0.200 1.723 2.364  -0.543
N 0.686 -1.089 0.767  -0.485
S -0.121 1.181 -0.606  -0.064
S 1.376 -1.714 -0.643  -0.117

Calculated values
HOMO-LUMO gap, eV: 9.323
Structure (SMILES): C=CS/C(CN)=N\S
Total energy, hartree: -1063.03124
E_LUMO, eV: 0.7
Relative energy (zero: lowest compared OMol25 entry of this formula, charge and spin), kJ/mol: 169.3
2S+1: 1
Max |F|, eV/A: 3.1


[6]
One molecule with the formula C4H8N2S2. Source: the Open Molecules 2025 dataset; level of theory: ωB97M-V/def2-TZVPD.

Last column: Mulliken charge in e.
Atoms and positions in Å:
C 1.089 1.122 -0.244  -0.553
C 0.215 0.126 -1.086  -0.248
C 0.794 -1.224 -1.158  -0.511
C -0.482 -1.142 1.055  0.064
H -0.659 1.863 1.539  0.170
H 1.773 1.642 -0.924  0.328
H 1.633 0.490 0.501  0.300
H -0.356 0.501 -1.844  0.443
H 1.632 -1.398 -0.501  0.255
H 0.713 -1.713 -2.098  0.286
H 0.418 -1.572 1.693  0.281
H -2.219 0.554 -0.010  0.153
N -0.424 -0.999 -0.348  -0.248
N -1.455 -0.883 1.799  -0.309
S -0.019 2.487 0.322  -0.238
S -2.653 0.146 1.305  -0.175

Calculated values
HOMO-LUMO gap, eV: 9.249
Structure (SMILES): SC[C@H]1CN1/C=N\S
Total energy, hartree: -1062.98171
E_LUMO, eV: 0.7
Relative energy (zero: lowest compared OMol25 entry of this formula, charge and spin), kJ/mol: 299.3
2S+1: 1
Max |F|, eV/A: 4.7


[7]
One molecule with the formula C4H8N2S2. Source: the Open Molecules 2025 dataset; level of theory: ωB97M-V/def2-TZVPD.

Last column: Mulliken charge in e.
Atoms and positions in Å:
C 0.489 -0.753 2.096  -0.820
C -0.500 -0.749 -0.121  0.160
C -0.228 1.065 -1.573  0.376
C 0.935 1.943 -2.055  -1.012
H 1.156 -0.034 1.553  0.335
H 1.093 -1.597 2.583  0.267
H -0.087 -0.257 2.832  0.304
H -2.181 -2.231 2.080  0.144
H -1.301 -1.164 -0.756  0.370
H 1.333 2.494 -1.238  0.317
H 0.555 2.671 -2.793  0.332
H 1.729 1.315 -2.514  0.273
N -0.326 -1.381 1.062  -0.090
N 0.220 0.258 -0.481  -0.487
S -1.133 -2.804 1.403  -0.140
S -1.755 1.223 -2.079  -0.328

Calculated values
HOMO-LUMO gap, eV: 8.432
Structure (SMILES): CC(=S)/N=C/N(C)S
Total energy, hartree: -1063.05767
E_LUMO, eV: 0.0
Relative energy (zero: lowest compared OMol25 entry of this formula, charge and spin), kJ/mol: 99.9
2S+1: 1
Max |F|, eV/A: 3.0


[8]
A 2-piece molecular cluster, C4H8N2S2 overall. Source: the Open Molecules 2025 dataset; level of theory: ωB97M-V/def2-TZVPD.

Last column: Mulliken charge in e.
Atoms and positions in Å:
C 0.841 0.444 -0.308  -0.253
C 0.997 -0.681 0.629  -0.189
C -0.247 0.060 0.694  -0.066
C -2.546 0.080 0.124  -0.211
H 2.806 1.637 -0.192  0.263
H 1.210 2.489 -0.844  0.264
H 0.487 0.041 -1.433  0.256
H 1.528 -0.692 1.640  0.351
H 2.199 -1.788 -1.876  0.096
H -0.471 0.842 1.610  0.274
H -1.603 -1.589 0.313  0.262
H -2.500 1.059 -0.076  0.373
N 1.597 1.583 -0.227  -0.596
N -1.450 -0.567 0.214  -0.156
S 1.059 -2.291 -0.092  -0.259
S -3.906 -0.627 -0.176  -0.410

Calculated values
HOMO-LUMO gap, eV: 6.408
Total energy, hartree: -1062.85045
E_LUMO, eV: -1.9
Relative energy (zero: lowest compared OMol25 entry of this formula, charge and spin), kJ/mol: 644.0
2S+1: 1
Max |F|, eV/A: 6.8


[9]
An isolated ion of composition C4H8N3 and charge +1. Source: the Open Molecules 2025 dataset; level of theory: ωB97M-V/def2-TZVPD.

Last column: Mulliken charge in e.
Atoms and positions in Å:
C -0.057 -0.232 -0.090  0.375
C 2.178 0.549 0.023  -0.323
C 2.007 -0.923 -0.020  -0.200
C -2.605 0.149 -0.065  -0.784
N 0.782 -1.276 -0.036  -0.432
N -1.388 -0.657 -0.019  -0.136
N 0.774 0.982 -0.082  -0.184
H -1.314 -1.632 0.269  0.281
H 2.734 0.626 0.933  0.293
H 2.692 0.976 -0.838  0.325
H 2.747 -1.585 0.069  0.527
H -2.566 1.248 -0.273  0.318
H -3.090 -0.172 -0.904  0.371
H -3.395 0.024 0.785  0.290
H 0.500 1.923 0.247  0.279

Calculated values
HOMO-LUMO gap (spin up / spin down), eV: 9.873 / 9.873
Structure (SMILES): CNC1=[NH+]CC=N1
Total energy, hartree: -321.17996
E_LUMO (spin up / spin down), eV: -4.9 / -4.9
Relative energy (zero: lowest compared OMol25 entry of this formula, charge and spin), kJ/mol: 292.3
2S+1: 1
Max |F|, eV/A: 5.2
Net charge: +1


[10]
A 2-piece molecular cluster, C4H8N3 overall. Source: the Open Molecules 2025 dataset; level of theory: ωB97M-V/def2-TZVPD.

Last column: Mulliken charge in e.
Atoms and positions in Å:
C -0.921 -0.328 0.179  0.238
C 2.383 0.155 -0.040  0.510
C -2.193 0.340 0.549  -0.560
C -1.179 0.974 -0.424  -0.408
N -0.366 -1.410 0.201  -0.188
N 2.570 1.282 0.359  -0.422
N 2.133 -1.026 -0.311  -0.523
H -3.008 -0.243 0.107  0.251
H -2.479 0.695 1.509  0.320
H -0.650 1.946 -0.423  0.353
H -1.307 0.708 -1.487  0.220
H -0.726 -2.196 0.678  0.237
H 2.271 2.222 -0.114  0.334
H 2.741 -1.725 -0.657  0.187
H 0.732 -1.394 -0.126  0.451

Calculated values
HOMO-LUMO gap, eV: 11.069
Total energy, hartree: -321.13009
E_LUMO, eV: -3.7
Relative energy (zero: lowest compared OMol25 entry of this formula, charge and spin), kJ/mol: 423.3
2S+1: 1
Max |F|, eV/A: 5.4
Net charge: +1


[11]
C4H8N3 as an isolated structure. Source: the Open Molecules 2025 dataset; level of theory: ωB97M-V/def2-TZVPD.

Last column: Mulliken charge in e.
Atoms and positions in Å:
C 0.422 0.249 -0.497  0.485
C -1.018 -1.014 0.090  -0.305
C 1.510 -1.315 -0.738  -0.309
C -1.249 1.736 0.760  -0.785
N 0.109 -1.034 -0.829  -0.176
N -0.543 0.635 0.330  -0.122
N 1.746 0.196 -0.578  -0.179
H -1.978 -1.116 -0.341  0.325
H -0.687 -1.602 0.932  0.292
H 1.741 -1.886 0.175  0.285
H 1.881 -1.730 -1.594  0.292
H -1.824 2.377 0.089  0.345
H -2.052 1.443 1.393  0.341
H -0.596 2.305 1.343  0.353
H 2.539 0.757 -0.533  0.159

Calculated values
HOMO-LUMO gap, eV: 10.768
Total energy, hartree: -321.08172
E_LUMO, eV: -3.8
Relative energy (zero: lowest compared OMol25 entry of this formula, charge and spin), kJ/mol: 550.3
2S+1: 1
Max |F|, eV/A: 5.4
Net charge: +1


[12]
An isolated ion of composition C4H8N3 and charge +1. Source: the Open Molecules 2025 dataset; level of theory: ωB97M-V/def2-TZVPD.

Last column: Mulliken charge in e.
Atoms and positions in Å:
C -0.641 -1.007 -0.450  0.674
C 1.938 0.042 0.354  -0.063
C -1.471 1.083 -0.154  -0.523
C -0.148 1.266 0.598  -0.462
N -1.594 -0.258 -0.465  -0.289
N 0.743 0.224 0.266  -0.152
N -0.149 -2.222 -0.723  -0.363
H 2.772 0.834 0.506  0.263
H 2.457 -1.014 0.215  0.128
H -2.386 1.362 0.335  0.360
H -1.341 1.744 -1.114  0.278
H 0.173 2.393 0.650  0.390
H -0.396 0.999 1.642  0.290
H 0.603 -2.623 -0.237  0.214
H -0.560 -2.824 -1.423  0.256

Calculated values
HOMO-LUMO gap, eV: 10.753
Structure (SMILES): C=NCCN=C=[NH2+]
Total energy, hartree: -321.14536
E_LUMO, eV: -3.9
Relative energy (zero: lowest compared OMol25 entry of this formula, charge and spin), kJ/mol: 383.2
2S+1: 1
Max |F|, eV/A: 6.4
Net charge: +1


[13]
An isolated ion of composition C4H8N3O and charge +1. Source: the Open Molecules 2025 dataset; level of theory: ωB97M-V/def2-TZVPD.

Last column: Mulliken charge in e.
Atoms and positions in Å:
C -0.229 0.722 -0.833  0.529
C 0.581 -2.034 -2.837  -0.218
C -0.435 1.514 1.492  -0.407
C -0.164 0.013 1.969  -0.512
N 0.088 -0.193 -1.549  0.636
N 0.199 -0.906 -2.530  -0.754
N -0.693 1.547 0.041  -0.306
O 0.928 -0.377 1.065  -0.537
H 1.147 -2.671 -2.199  0.273
H 0.397 -2.307 -3.905  0.260
H -1.301 1.910 1.969  0.328
H 0.522 2.254 1.566  0.318
H -1.062 -0.578 1.662  0.318
H 0.064 -0.077 2.960  0.432
H -0.998 2.536 -0.086  0.321
H 0.956 -1.353 1.217  0.319

Calculated values
HOMO-LUMO gap, eV: 9.767
Structure (SMILES): C=NN=C=[NH+]CCO
Total energy, hartree: -396.30704
E_LUMO, eV: -4.0
Relative energy (zero: lowest compared OMol25 entry of this formula, charge and spin), kJ/mol: 601.8
2S+1: 1
Max |F|, eV/A: 7.7
Net charge: +1


[14]
An isolated ion of composition C4H8N3O and charge +1. Source: the Open Molecules 2025 dataset; level of theory: ωB97M-V/def2-TZVPD.

Last column: Mulliken charge in e.
Atoms and positions in Å:
C -0.779 -1.927 -0.529  -0.182
C -0.939 0.246 -0.330  0.516
C -1.392 1.610 -0.135  -1.187
C 2.400 0.022 0.756  -0.494
N 0.434 -1.564 -0.247  -0.607
N 0.332 -0.233 -0.266  0.755
N -1.665 -0.864 -0.522  -0.033
O 1.653 0.335 -0.352  -0.236
H -0.942 -2.956 -0.562  0.439
H -2.227 1.877 0.394  0.405
H -1.586 2.206 -1.008  0.348
H -0.529 2.147 0.276  0.304
H 2.142 0.798 1.613  0.223
H 3.427 0.197 0.446  0.275
H 2.307 -0.959 1.089  0.339
H -2.637 -0.935 -0.623  0.135

Calculated values
HOMO-LUMO gap, eV: 11.316
Structure (SMILES): COn1nc[nH+]c1C
Total energy, hartree: -396.36731
E_LUMO, eV: -3.8
Relative energy (zero: lowest compared OMol25 entry of this formula, charge and spin), kJ/mol: 443.6
2S+1: 1
Max |F|, eV/A: 4.7
Net charge: +1


[15]
An isolated ion of composition C4H8N3O and charge +1. Source: the Open Molecules 2025 dataset; level of theory: ωB97M-V/def2-TZVPD.

Last column: Mulliken charge in e.
Atoms and positions in Å:
C -2.814 -0.879 0.155  0.060
C 0.390 -0.955 0.542  0.356
C 1.589 0.603 -0.880  -1.007
C 1.661 -0.429 0.366  -0.369
N -0.649 -1.465 0.484  0.326
N -2.305 0.116 -0.397  -0.068
N -2.938 1.140 -0.876  -0.532
O -1.862 -1.851 0.409  -0.280
H -3.799 -1.277 0.455  0.391
H 2.692 0.802 -1.094  0.322
H 1.173 1.523 -0.660  0.350
H 1.086 0.132 -1.790  0.336
H 1.932 0.110 1.164  0.290
H 2.396 -1.294 0.283  0.324
H -2.240 1.830 -1.140  0.249
H -3.924 0.991 -1.092  0.250

Calculated values
HOMO-LUMO gap, eV: 9.392
Structure (SMILES): CCC#[N+]O/C=N/N
Total energy, hartree: -396.26999
E_LUMO, eV: -3.5
Relative energy (zero: lowest compared OMol25 entry of this formula, charge and spin), kJ/mol: 699.1
2S+1: 1
Max |F|, eV/A: 4.8
Net charge: +1